Record 1
DFT (ωB97M-V with the def2-TZVPD basis set) results for a cluster of 2 separate species, C31H38FIN3O9PS2 in total at a distorted geometry.

Computed properties:
E   -97403.4293 eV
Kohn-Sham gap   1.52 eV

The geometry in ORCA input format:
```
! RIJCOSX wB97M-V def2-TZVPD def2/J DEFGRID3
* xyz -2 1
C -1.82266 -0.74209 2.36504
C -0.71958 -1.71452 2.12777
C -0.92467 -3.00613 1.08869
C -2.01326 -2.52120 -0.08281
C -3.57050 -3.02804 -0.15725
C -4.07500 -4.11480 0.96166
C -3.28903 -5.56663 0.70093
S -2.95145 -6.31166 2.38976
C -1.13564 -6.69195 2.64908
N 0.08613 -6.22817 1.82849
N 1.18551 -6.79597 2.51173
C 0.82248 -7.61754 3.76450
O -0.66842 -7.53086 3.80225
C -4.50016 -2.39374 -1.37297
F -5.91867 -2.90283 -1.42314
C -3.91980 -1.29944 -2.49694
O -4.76431 -0.78506 -3.59503
C -5.33995 -1.89321 -4.37586
C -5.78675 -1.27058 -5.84515
C -2.32896 -0.78745 -2.42592
C -1.44574 -1.45195 -1.18757
S 0.36138 -0.83863 -1.08679
C 0.18941 0.97590 -1.66127
C 1.12410 2.11880 -0.94887
C 1.00956 3.72693 -1.38035
C 1.92200 4.91883 -0.64229
C 3.18816 4.17693 0.08631
C 4.22383 5.17247 0.87508
P 5.36628 4.00155 1.93367
O 6.83233 4.56449 1.75504
O 5.11514 2.38491 1.33863
C 6.24998 1.49469 1.62568
C 6.16527 0.27609 0.48315
O 4.89991 3.97965 3.63700
C 3.50720 3.53435 3.79995
C 3.23828 2.72121 5.23636
C -0.07970 4.06651 -2.60345
I -0.16642 6.20665 -3.21233
C -1.02822 2.88562 -3.31274
C -2.09079 3.26020 -4.52041
O -2.98351 4.38969 -4.21741
C -3.87471 3.89356 -3.15073
C -0.94568 1.28066 -2.84838
N -1.79973 0.18844 -3.45279
H -2.56182 -0.75537 3.27494
H -1.92247 0.15183 1.58327
H 0.31245 -1.49958 2.68430
H -1.33760 -3.87772 1.76087
H 0.09449 -3.29438 0.57219
H -5.21706 -4.33420 0.80852
H -3.88674 -3.78302 2.08481
H -2.30585 -5.32292 0.07776
H -3.94586 -6.28936 0.03295
H 1.56203 -8.15961 4.51122
H -6.35090 -2.23785 -3.85888
H -4.61708 -2.83548 -4.47494
H -6.82114 -1.78148 -6.10754
H -5.90752 -0.08546 -5.78047
H -4.96072 -1.46228 -6.67277
H 1.85870 1.73244 -0.09057
H 2.32337 5.63072 -1.51054
H 1.20202 5.48326 0.08799
H 2.71896 3.46170 0.91924
H 3.74934 3.44540 -0.67135
H 4.92046 5.72487 0.10463
H 3.61071 5.90961 1.57138
H 6.00834 0.95238 2.65452
H 7.30350 2.00279 1.59543
H 5.98703 0.84002 -0.55385
H 5.19744 -0.39741 0.62821
H 7.15648 -0.33982 0.39743
H 3.11660 2.81207 2.96185
H 2.74703 4.45401 3.81137
H 4.08089 2.94261 6.03106
H 3.14323 1.54465 5.06652
H 2.17164 3.04621 5.66100
H -1.41445 3.61541 -5.43807
H -2.62870 2.28350 -4.87708
H -3.33917 3.88993 -2.09650
H -4.82145 4.62056 -3.15758
H -4.20793 2.79073 -3.46047
H -1.14524 -0.37860 -4.06278
C 2.72808 -3.84576 3.74060
O 3.50189 -4.78913 3.68530
O 1.88750 -3.66487 4.62902
O 2.66589 -2.92605 2.91667
*
```

Results of the Löwdin charge analysis, in e, for atoms 1 through 8:
1 C -0.16
2 C -0.16
3 C -0.17
4 C -0.10
5 C -0.06
6 C -0.22
7 C -0.47
8 S 0.82

---

Record 2
DFT (ωB97M-V with the def2-TZVPD basis set) results for a structure of composition C31H38IrN4 at a distorted geometry.

Computed properties:
E   -41557.8640 eV
Kohn-Sham gap (alpha / beta)   2.48 / 5.49 eV

The geometry in ORCA input format:
```
! RIJCOSX wB97M-V def2-TZVPD def2/J DEFGRID3
* xyz -1 5
Ir 0.55135 0.09236 0.49331
N 0.66792 -2.73360 3.01421
N 0.31791 -2.23693 -0.59495
C 1.14011 2.11967 0.16010
C 2.28042 1.29095 0.48819
C 2.08297 0.80499 1.83597
C 2.94283 -0.14344 2.60631
H 3.72623 -0.54868 1.96529
H 2.33345 -0.98220 2.97801
H 3.40336 0.35801 3.46650
C 0.85678 1.35169 2.33284
C 0.32633 1.14081 3.71605
H 0.78625 1.84456 4.42350
H 0.54508 0.12613 4.06304
H -0.75573 1.28054 3.74785
C 0.26677 2.14522 1.30061
C -1.00462 2.92666 1.42547
H -1.72965 2.39288 2.04799
H -1.45930 3.10118 0.44824
H -0.81401 3.90282 1.88904
C 3.42206 0.94785 -0.40711
H 4.29207 1.58831 -0.22514
H 3.12168 1.05312 -1.45258
H 3.72029 -0.09202 -0.23758
C 0.92449 2.86866 -1.11335
H -0.14516 3.02514 -1.28876
H 1.31680 2.30533 -1.96302
H 1.41737 3.84791 -1.08351
C 0.05056 -3.40593 3.99406
H 0.53249 -3.39466 4.97863
C -1.15596 -4.10234 3.80939
H -1.61613 -4.62171 4.65089
C -1.74480 -4.09819 2.54312
H -2.68407 -4.61927 2.33611
C -1.08762 -3.41793 1.52026
H -1.43405 -3.39921 0.48883
C 0.11881 -2.75416 1.79952
C 0.88338 -2.07988 0.73112
H 1.96210 -2.30857 0.77630
C 0.11266 -0.96336 -1.03054
C 0.62769 -3.03316 -1.70383
H 0.87031 -4.06583 -1.57614
C 0.40863 -2.29169 -2.80329
H 0.44308 -2.54567 -3.84256
N 0.10570 -0.98899 -2.38857
C -0.08872 0.13775 -3.24388
C 0.91901 0.45316 -4.16285
C 0.70255 1.53225 -5.02785
H 1.47471 1.79571 -5.75777
C -0.48385 2.26631 -4.97828
C -0.72172 3.38989 -5.93787
H -1.26843 4.20972 -5.46014
H -1.31673 3.05858 -6.79872
H 0.22614 3.77583 -6.32404
C -1.47030 1.92116 -4.04983
H -2.40879 2.47842 -4.02507
C -1.28847 0.85487 -3.16235
C -2.37270 0.49244 -2.19745
H -2.56210 -0.58611 -2.14493
H -3.30615 0.97379 -2.51094
H -2.16507 0.83561 -1.17445
C 2.21061 -0.30047 -4.24832
H 2.11440 -1.23515 -4.81883
H 2.64433 -0.54319 -3.26956
H 2.94456 0.32138 -4.77864
C -2.52947 -0.95297 5.00211
C -3.21706 -0.85368 3.63217
C -2.33965 -0.53031 2.51734
N -1.81861 -0.34231 1.48778
H -1.79374 -1.76711 5.02186
H -3.28584 -1.16417 5.76850
H -2.02028 -0.01811 5.26796
H -3.70286 -1.81454 3.39978
H -4.00260 -0.07612 3.65447
*
```

Results of the Löwdin charge analysis, in e, for atoms 1 through 8:
1 Ir 1.42
2 N 0.02
3 N -0.10
4 C -0.33
5 C -0.36
6 C -0.34
7 C -0.04
8 H 0.07

---

Record 3
DFT (ωB97M-V with the def2-TZVPD basis set) results for a structure of composition C31H38N5NbSSi at a distorted geometry.

Computed properties:
E   -60460.5117 eV
Kohn-Sham gap (alpha / beta)   5.79 / 5.79 eV

The geometry in ORCA input format:
```
! RIJCOSX wB97M-V def2-TZVPD def2/J DEFGRID3
* xyz 2 1
Nb -0.03662 0.92585 0.94124
C -1.53022 0.92775 4.82564
C -0.11422 1.03805 4.35824
C 0.91818 1.23405 5.26594
C 2.23668 1.33925 4.81694
C 2.55548 1.23645 3.45854
C 1.56388 0.99695 2.50684
N 0.10858 0.92585 3.03944
N 2.10948 0.92585 1.08644
Si 2.56818 -0.72215 0.63964
C 4.43418 -0.88245 0.90294
C 2.25448 -0.94615 -1.19966
C 1.70918 -2.05365 1.61864
H -1.80672 1.80785 5.41454
H -1.65622 0.03075 5.44014
H -2.21872 0.85925 3.97694
H 0.70568 1.31295 6.32604
H 3.03718 1.50365 5.53104
H 3.59018 1.33465 3.14414
H 4.96748 -0.09655 0.35964
H 4.78758 -1.85215 0.54054
H 4.68388 -0.80005 1.96474
H 2.77998 -0.18105 -1.77936
H 1.18588 -0.87235 -1.42216
H 2.60688 -1.92705 -1.53226
H 1.95888 -1.99425 2.68234
H 2.01128 -3.04405 1.26354
H 0.62228 -1.97985 1.51774
C 1.22238 -4.00805 -4.21666
C -0.03652 -3.49725 -3.48346
C -1.29532 -4.00805 -4.21666
C -0.03652 -4.13905 -2.07686
C -0.03652 -1.95755 -3.46576
C -0.03652 -1.23255 -4.67036
C -0.03652 0.17005 -4.70566
C -0.03652 0.86255 -3.48826
S -0.03662 2.55485 -3.18936
C -0.03662 2.27925 -1.48296
N -0.03662 1.00105 -1.15336
C -0.03662 0.19165 -2.27206
C -0.03652 -1.22105 -2.26646
C -0.03662 3.39695 -0.50866
C -0.03662 4.75325 -0.87656
C -0.03662 5.76445 0.09294
C -0.03662 5.43985 1.44744
C -0.03662 4.10435 1.83564
C -0.03662 3.10205 0.86604
H 1.26488 -5.10355 -4.21246
H 2.13588 -3.63715 -3.73676
H 1.24908 -3.69055 -5.26466
H -1.33782 -5.10355 -4.21246
H -1.32202 -3.69055 -5.26476
H -2.20882 -3.63715 -3.73686
H -0.03652 -5.23385 -2.14186
H -0.92442 -3.85135 -1.50176
H 0.85128 -3.85135 -1.50176
H -0.03652 -1.75775 -5.62466
H -0.03652 0.70035 -5.65276
H -0.03662 -1.70045 -1.29406
H -0.03662 5.05685 -1.92016
H -0.03662 6.80785 -0.21406
H -0.03662 6.22615 2.19784
H -0.03662 3.83225 2.88674
N -2.11442 -1.42925 1.01484
C -2.79802 -0.19295 0.97614
C -4.27902 -0.18525 0.97594
C -4.92882 0.98325 0.93944
C -4.15752 2.23755 0.90024
C -2.81562 2.18225 0.90204
N -2.14012 0.92585 0.94124
H -2.64712 -2.31295 1.04244
H -1.08672 -1.45875 1.01574
H -4.82442 -1.12175 1.00524
H -6.01142 1.01575 0.93844
H -4.67942 3.18675 0.87064
H -2.23372 3.09605 0.87344
H -0.03662 -0.89665 0.94124
*
```

Results of the Löwdin charge analysis, in e, for atoms 1 through 8:
1 Nb 1.95
2 C 0.01
3 C -0.31
4 C 0.02
5 C 0.02
6 C 0.00
7 C -0.34
8 N -0.01